Formula: C27H79Cl4O28P3
Source: OMol25
Level of theory: ωB97M-V/def2-TZVPD

The energy comes out at -6047.6166 a.u. The calculation puts the HOMO-LUMO gap at 9.746 eV. Its molecular weight is 1086.6 g/mol.

Geometry as XYZ:
```
141
C27H79Cl4O28P3 (ωB97M-V/def2-TZVPD)
C -4.5027 23.3334 -2.9996
O -3.7562 22.1714 -2.5901
P -4.3714 20.7029 -2.9208
O -5.5295 20.2973 -2.1086
O -4.7311 20.7243 -4.5403
C -3.7936 21.0945 -5.5594
O -3.0805 19.7805 -2.8704
C -2.2835 19.5953 -1.6728
H -5.5476 23.0937 -3.1962
H -4.0742 23.9180 -3.8137
H -4.4974 23.9318 -2.0886
H -4.2945 21.8754 -6.1315
H -3.4832 20.2730 -6.2051
H -2.8637 21.5053 -5.1661
H -2.5597 20.2247 -0.8268
H -1.2437 19.7815 -1.9415
H -2.3824 18.5649 -1.3313
C -4.3096 15.5334 13.3946
O -5.4795 15.8805 14.0428
P -6.7238 14.8491 14.0184
O -6.3768 13.4763 14.4558
O -7.3513 14.9920 12.5519
C -8.4177 14.1596 12.1296
O -7.8493 15.5994 14.9476
C -8.1071 17.0205 14.8885
H -4.2322 14.4690 13.1726
H -3.4546 15.7713 14.0274
H -4.1125 15.9596 12.4109
H -8.4130 13.1366 12.5059
H -8.2378 14.0703 11.0583
H -9.4139 14.5956 12.2037
H -9.1117 17.1517 14.4865
H -7.3527 17.6138 14.3717
H -8.0919 17.4161 15.9041
C -4.6839 0.2066 0.5055
O -3.8356 1.2290 0.7923
P -4.0243 2.1834 2.1344
O -3.0334 3.2594 2.2908
O -3.9544 1.0765 3.2866
C -3.5856 1.3801 4.6355
O -5.5714 2.6341 2.1551
C -6.0590 3.5568 1.1816
H -5.4731 0.1901 1.2572
H -4.1884 -0.7635 0.4655
H -5.0435 0.4661 -0.4902
H -3.1175 2.3589 4.7400
H -2.8909 0.6005 4.9480
H -4.4215 1.4348 5.3330
H -5.3540 4.1226 0.5726
H -6.6722 4.2656 1.7381
H -6.7486 3.0797 0.4851
C -14.8894 9.2499 7.3748
C -15.3306 7.9683 6.7702
O -14.8254 6.9359 7.5089
O -13.7946 9.7647 6.5976
H -14.3862 9.1945 8.3401
H -15.6900 9.9767 7.5119
H -15.0911 7.7559 5.7282
H -16.4174 7.9083 6.8274
H -15.2460 6.8598 8.3685
H -14.0530 9.9939 5.7019
C -6.9341 6.4201 7.2616
C -8.2269 7.1361 7.6926
O -8.2096 8.4238 7.1287
O -5.8963 6.9274 8.0398
H -6.8734 6.3676 6.1745
H -7.1026 5.3904 7.5769
H -8.1982 7.2905 8.7713
H -9.1110 6.5811 7.3788
H -9.0559 8.8733 7.0702
H -5.6677 6.4828 8.8594
C -13.3410 10.2251 -1.3730
C -13.8383 9.6615 -0.0376
O -14.2003 10.7180 0.8840
O -14.2149 10.9162 -2.1821
H -12.9835 9.3930 -1.9795
H -12.4613 10.8493 -1.2160
H -13.1057 9.0488 0.4878
H -14.7284 9.0380 -0.1218
H -14.4485 11.4698 0.3411
H -13.7152 11.1973 -2.9520
C -8.1039 18.9607 7.0155
C -7.4335 19.5197 8.2309
O -7.6166 20.9248 8.2218
O -7.2044 18.8163 5.9050
H -8.9630 19.5320 6.6640
H -8.4657 17.9566 7.2370
H -6.3749 19.2702 8.3033
H -7.8832 19.1190 9.1394
H -7.0853 21.2927 7.5119
H -7.6192 18.4243 5.1331
C -8.0891 14.3316 1.4882
C -8.4678 13.4012 2.6449
O -7.8837 12.1497 2.4617
O -8.7642 15.5798 1.6207
H -8.3801 13.8782 0.5406
H -7.0050 14.4333 1.4373
H -9.5544 13.3211 2.6793
H -8.1969 13.7549 3.6397
H -8.1364 11.5842 3.1951
H -8.4103 16.2401 1.0204
C -7.0777 23.6195 3.1527
C -5.5752 23.6475 3.5237
O -5.3156 24.3899 4.7269
O -7.4742 24.6965 2.4457
H -7.6608 23.5534 4.0712
H -7.2771 22.7107 2.5848
H -5.0267 24.0748 2.6842
H -5.1267 22.6549 3.5652
H -4.3808 24.3262 4.9362
H -6.9066 25.4349 2.6786
C -10.2942 17.8815 -4.6867
C -9.2685 16.6808 -4.8396
O -9.9733 15.5252 -4.6070
O -11.2303 17.9979 -5.7771
H -9.7098 18.8016 -4.6832
H -10.8489 17.8945 -3.7484
H -8.4780 16.6710 -4.0892
H -8.6964 16.5207 -5.7535
H -10.7267 15.5290 -5.2019
H -11.5641 18.8847 -5.6228
C -2.3963 11.3829 6.7560
C -2.2796 11.8559 8.2442
O -0.9657 12.0581 8.5827
O -1.9636 10.0437 6.5310
H -1.9071 12.0818 6.0775
H -3.4496 11.5128 6.5075
H -2.5569 10.9918 8.8479
H -3.0038 12.6384 8.4703
H -0.3871 11.3610 8.2650
H -2.6891 9.5221 6.8819
C -14.2733 16.8419 4.9430
Cl -13.9036 16.5175 6.6222
Cl -13.7464 18.5192 4.3931
H -13.8326 16.0711 4.3107
H -15.3586 16.8893 4.8530
C -2.1515 9.5208 0.0610
Cl -1.3014 11.0686 -0.2696
Cl -2.0519 8.5922 -1.4388
H -1.6052 8.9899 0.8406
H -3.2026 9.6325 0.3271
```